# 1
C21H27CsN4O4S as an isolated structure in a non-equilibrium geometry, computed with the ωB97M-V functional and the def2-TZVPD basis.

```
! RIJCOSX wB97M-V def2-TZVPD def2/J DEFGRID3
* xyz 0 1
Cs 0.079 0.278 -0.287
C -0.109 -2.901 1.930
C 0.323 -2.055 3.107
O 0.191 -0.694 2.759
C 0.872 0.191 3.626
C 0.975 1.551 2.967
O 1.424 1.506 1.628
C 2.808 1.280 1.374
C 3.176 -0.183 1.189
O 2.509 -0.681 0.042
C 2.687 -2.056 -0.255
C 1.942 -2.970 0.696
O 0.582 -2.581 0.734
H -1.163 -2.726 1.722
H 0.017 -3.959 2.186
H 1.363 -2.260 3.392
H -0.304 -2.313 3.969
H 1.866 -0.211 3.859
H 0.340 0.309 4.579
H 1.627 2.187 3.576
H -0.008 2.020 2.927
H 3.415 1.697 2.185
H 3.029 1.821 0.451
H 2.915 -0.774 2.074
H 4.263 -0.244 1.047
H 3.750 -2.323 -0.243
H 2.312 -2.189 -1.272
H 2.387 -2.932 1.695
H 2.039 -4.000 0.333
N -0.011 4.385 -2.808
C -0.007 3.026 -2.603
S 1.521 2.296 -2.212
N -1.210 2.505 -2.816
N -1.409 1.215 -2.395
C -2.367 0.611 -3.002
C -3.089 1.225 -4.160
C -4.437 1.556 -4.082
C -5.094 2.119 -5.171
C -4.408 2.346 -6.355
C -3.063 2.003 -6.446
C -2.410 1.452 -5.354
C -2.801 -0.755 -2.535
C -3.558 -1.555 -3.391
C -3.984 -2.800 -2.965
C -3.650 -3.228 -1.692
C -2.885 -2.377 -0.913
N -2.468 -1.174 -1.304
H 0.880 4.793 -3.025
H -0.825 4.744 -3.283
H -4.976 1.378 -3.158
H -6.142 2.381 -5.091
H -4.916 2.788 -7.204
H -2.520 2.174 -7.368
H -1.355 1.212 -5.414
H -3.805 -1.197 -4.381
H -4.572 -3.425 -3.625
H -3.965 -4.188 -1.307
H -2.593 -2.684 0.087
*
```

Properties
Energy relative to the best compared isomer or geometry (same formula, charge and spin) in kJ/mol: 82.6
Energy in hartree: -1754.66006

The computed Mulliken charges, all in e, follow:
1 Cs 1.67
2 C -0.45
3 C -0.61
4 O -0.20
5 C -0.57
6 C -0.82
7 O -0.29
8 C -0.88
9 C -0.11
10 O -0.35
11 C -0.88
12 C -0.52
13 O -0.13
14 H 0.10
15 H 0.30
16 H 0.35
17 H 0.43
18 H 0.36
19 H 0.42
20 H 0.37
21 H 0.32
22 H 0.44
23 H 0.29
24 H 0.10
25 H 0.35
26 H 0.35
27 H 0.36
28 H 0.34
29 H 0.40
30 N -0.43
31 C 0.22
32 S -0.62
33 N -0.75
34 N 0.35
35 C -0.46
36 C 0.02
37 C 0.18
38 C -0.73
39 C -0.34
40 C -0.75
41 C 0.11
42 C 0.03
43 C -0.61
44 C -0.48
45 C -0.77
46 C 0.08
47 N -0.08
48 H 0.23
49 H 0.23
50 H 0.43
51 H 0.38
52 H 0.39
53 H 0.39
54 H 0.44
55 H 0.43
56 H 0.42
57 H 0.39
58 H 0.15

***

# 2
A 2-piece molecular cluster, C21H27F3N2OS overall in a non-equilibrium geometry, computed with the ωB97M-V functional and the def2-TZVPD basis.

```
! RIJCOSX wB97M-V def2-TZVPD def2/J DEFGRID3
* xyz 0 1
O 1.816 -1.949 -0.952
C 1.312 -3.299 -1.033
C 0.556 -3.811 0.288
C 0.564 -2.745 1.499
C -0.752 -2.066 2.029
C -0.667 -1.010 3.193
C 0.741 -0.680 3.771
C 2.061 -1.388 3.269
C 1.980 -2.436 2.124
N 3.371 -1.072 3.880
C 3.655 0.380 3.917
C 5.021 0.905 3.336
C 5.307 2.432 3.369
C 4.254 3.412 4.007
C 2.883 2.917 4.593
C 2.610 1.392 4.530
S 1.025 0.588 5.120
C 0.238 -3.289 -2.262
F -0.956 -2.647 -1.793
F 0.697 -2.467 -3.350
F 0.037 -4.637 -2.651
H 2.709 -1.887 -1.371
H 2.168 -4.011 -1.346
H -0.504 -4.213 0.101
H 1.157 -4.719 0.683
H -1.774 -2.317 1.557
H -1.623 -0.507 3.593
H 2.889 -2.978 1.696
H 3.287 -1.407 4.866
H 5.704 0.107 2.899
H 6.298 2.805 2.914
H 4.552 4.520 3.981
H 2.111 3.645 5.042
C -0.729 0.258 -2.236
C -2.250 0.312 -2.318
N -2.826 1.611 -1.979
C -4.283 1.573 -1.847
C -5.100 1.254 -3.099
C -2.303 2.757 -2.719
C -2.447 2.741 -4.241
H -0.378 0.515 -1.232
H -0.387 -0.748 -2.463
H -0.253 0.929 -2.956
H -2.637 -0.437 -1.618
H -2.554 -0.014 -3.321
H -4.631 2.525 -1.433
H -4.531 0.828 -1.082
H -5.165 2.113 -3.767
H -6.126 1.001 -2.810
H -4.702 0.404 -3.658
H -1.241 2.868 -2.477
H -2.759 3.675 -2.332
H -2.228 1.763 -4.673
H -1.748 3.456 -4.685
H -3.447 3.045 -4.552
*
```

Properties
SMILES: O[C@@H](Cc1ccc2c(c1)Nc1ccccc1S2)C(F)(F)F.CCN(CC)CC
Energy relative to the best compared isomer or geometry (same formula, charge and spin) in kJ/mol: 931.0
Energy in hartree: -1698.59295

The computed Mulliken charges, all in e, follow:
1 O -0.44
2 C 0.12
3 C -1.15
4 C 0.77
5 C -0.46
6 C -0.60
7 C 0.33
8 C -0.27
9 C -0.33
10 N -0.40
11 C 0.09
12 C -0.36
13 C -0.41
14 C -0.33
15 C -0.47
16 C 0.45
17 S -0.23
18 C 0.59
19 F -0.20
20 F -0.28
21 F -0.27
22 H 0.29
23 H 0.39
24 H 0.43
25 H 0.32
26 H 0.27
27 H 0.31
28 H 0.28
29 H 0.38
30 H 0.33
31 H 0.30
32 H 0.29
33 H 0.31
34 C -0.88
35 C -0.33
36 N 0.09
37 C -0.67
38 C -0.97
39 C -0.70
40 C -0.98
41 H 0.32
42 H -0.11
43 H 0.36
44 H 0.40
45 H 0.17
46 H 0.35
47 H 0.38
48 H 0.23
49 H 0.39
50 H 0.27
51 H 0.38
52 H 0.36
53 H 0.26
54 H 0.37
55 H 0.29

***

# 3
C21H27FeN3O5S2 as an isolated structure, computed with the ωB97M-V functional and the def2-TZVPD basis.

```
! RIJCOSX wB97M-V def2-TZVPD def2/J DEFGRID3
* xyz 1 2
Fe 0.232 0.427 -0.193
C 2.399 -2.452 1.111
C 2.624 -1.295 1.836
C 1.578 -0.694 2.534
C 0.308 -1.255 2.502
C 0.085 -2.416 1.764
C 1.127 -3.013 1.074
H 3.213 -2.921 0.573
H 3.613 -0.857 1.868
H 1.765 0.193 3.125
H -0.494 -0.814 3.080
H -0.901 -2.860 1.744
H 0.954 -3.921 0.511
O -0.579 1.910 0.578
N 0.142 3.037 0.662
C -0.525 4.161 1.006
C 0.151 5.339 1.134
C 1.530 5.359 0.893
C 2.175 4.206 0.526
C 1.460 3.008 0.398
S 2.151 1.503 -0.080
H -1.584 4.026 1.158
H -0.390 6.230 1.411
H 2.085 6.282 0.988
H 3.236 4.188 0.319
C -3.985 -0.211 0.631
S -2.753 -0.121 -0.653
C -3.192 -1.592 -1.564
O -1.471 -0.517 0.087
H -3.890 -1.165 1.147
H -4.970 -0.103 0.178
H -3.797 0.615 1.313
H -4.171 -1.441 -2.019
H -3.195 -2.449 -0.894
H -2.443 -1.723 -2.343
C -2.024 1.366 -6.510
C -1.921 1.280 -4.993
C -0.498 1.419 -4.387
C 0.252 2.648 -4.950
C 1.605 2.879 -4.286
C 0.326 0.185 -4.745
O 0.611 -0.114 -5.871
N 0.808 -0.608 -3.690
C 0.588 -0.301 -2.396
O 1.066 -0.929 -1.415
N -0.174 0.730 -2.022
C -0.697 1.672 -2.885
O -1.267 2.653 -2.480
H -3.061 1.208 -6.805
H -1.410 0.619 -7.008
H -1.731 2.351 -6.874
H -2.349 0.330 -4.650
H -2.516 2.074 -4.539
H -0.397 3.513 -4.811
H 0.384 2.491 -6.019
H 1.509 3.043 -3.210
H 2.087 3.760 -4.709
H 2.282 2.036 -4.444
H 1.405 -1.392 -3.920
*
```

Properties
Energy relative to the best compared isomer or geometry (same formula, charge and spin) in kJ/mol: 0.0
Energy in hartree: -3416.78795

The computed Mulliken charges, all in e, follow:
1 Fe 0.36
2 C -0.36
3 C -0.53
4 C -0.40
5 C -0.59
6 C -0.19
7 C -0.51
8 H 0.44
9 H 0.41
10 H 0.44
11 H 0.40
12 H 0.44
13 H 0.43
14 O -0.46
15 N 0.44
16 C -0.32
17 C -0.76
18 C -0.16
19 C -0.90
20 C 0.80
21 S -0.36
22 H 0.47
23 H 0.44
24 H 0.42
25 H 0.47
26 C -1.08
27 S 0.66
28 C -1.05
29 O -0.48
30 H 0.34
31 H 0.44
32 H 0.35
33 H 0.47
34 H 0.38
35 H 0.24
36 C -1.39
37 C -0.99
38 C 2.24
39 C -1.24
40 C -1.11
41 C -0.22
42 O -0.58
43 N 0.11
44 C 0.22
45 O -0.52
46 N 0.83
47 C -0.52
48 O -0.59
49 H 0.44
50 H 0.34
51 H 0.32
52 H 0.30
53 H 0.44
54 H 0.43
55 H 0.53
56 H 0.17
57 H 0.47
58 H 0.30
59 H 0.32

***

# 4
C21H27GdO2Si as an isolated structure in a non-equilibrium geometry, computed with the ωB97M-V functional and the def2-TZVPD basis.

```
! RIJCOSX wB97M-V def2-TZVPD def2/J DEFGRID3
* xyz 0 8
C 0.892 -3.229 2.066
C -0.542 -3.266 1.932
C -0.870 -2.845 0.605
H -1.245 -3.604 2.694
C 0.353 -2.547 -0.073
C 1.443 -2.804 0.816
H 2.506 -2.725 0.574
H 1.456 -3.550 2.939
H -1.866 -2.832 0.160
H 0.432 -2.234 -1.105
C -1.096 2.209 -0.143
C -1.339 2.349 1.233
C -0.095 2.510 1.904
H -2.272 2.260 1.761
C 0.915 2.237 0.943
C 0.310 2.100 -0.316
H 0.828 1.923 -1.245
H -1.824 2.173 -0.952
H 0.060 2.851 2.928
H 1.926 2.064 1.245
Gd 0.176 -0.883 1.799
O -0.188 0.370 -3.029
C -1.518 -0.246 -3.072
C -0.382 -0.660 -3.966
H -1.711 -0.958 -2.249
H -2.347 0.369 -3.422
H -0.027 -1.649 -3.673
H 1.008 -1.866 -6.076
C 0.704 -0.824 -6.255
C -0.137 -0.177 -5.318
C -0.504 1.167 -5.533
H -1.122 1.704 -4.794
C 0.051 1.898 -6.563
H -0.111 2.969 -6.566
C 0.850 1.242 -7.511
H 1.184 1.808 -8.381
C 1.166 -0.115 -7.365
H 1.830 -0.602 -8.076
C -1.091 1.641 5.590
Si 0.075 0.292 4.981
C 1.923 0.529 5.129
C -0.542 -1.485 5.115
O -0.172 0.467 3.346
H -1.160 1.723 6.678
H -2.108 1.451 5.216
H -0.821 2.635 5.209
H 2.309 0.405 6.141
H 2.476 -0.184 4.503
H 2.239 1.520 4.785
H -1.422 -1.639 4.475
H 0.219 -2.202 4.778
H -0.824 -1.739 6.138
*
```

Properties
Energy relative to the best compared isomer or geometry (same formula, charge and spin) in kJ/mol: 75.3
Energy in hartree: -2021.84049

The computed Mulliken charges, all in e, follow:
1 C -0.33
2 C -0.69
3 C -0.38
4 H 0.47
5 C -0.01
6 C -0.83
7 H 0.34
8 H 0.46
9 H 0.44
10 H 0.22
11 C -0.45
12 C -0.69
13 C 0.31
14 H 0.41
15 C -1.18
16 C -0.29
17 H 0.50
18 H 0.46
19 H 0.44
20 H 0.48
21 Gd 0.24
22 O -0.30
23 C -0.32
24 C 0.10
25 H 0.03
26 H 0.27
27 H 0.42
28 H 0.34
29 C -0.61
30 C 0.70
31 C -0.37
32 H 0.14
33 C -0.61
34 H 0.37
35 C -0.39
36 H 0.35
37 C -0.46
38 H 0.35
39 C -1.04
40 Si 0.10
41 C -0.96
42 C -1.05
43 O 0.14
44 H 0.38
45 H 0.27
46 H 0.32
47 H 0.41
48 H 0.27
49 H 0.28
50 H 0.24
51 H 0.25
52 H 0.48